No. 1
{
  "formula": "C5H8NO2",
  "method": "ωB97M-V with the def2-TZVPD basis set",
  "de_lowest_ev": 6.060,
  "homo_lumo_gap_ev": 6.429,
  "lumo_ha": 0.1506,
  "total_charge": -1,
  "symbols": ["C", "C", "N", "O", "C", "C", "O", "C", "H", "H", "H", "H", "H", "H", "H", "H"],
  "xyz": [[1.924037, 0.759577, 0.315201], [0.809678, -0.119300, 0.809918], [-0.361933, 0.439056, 1.445233], [-1.001445, -0.324210, 2.313961], [-0.288308, -0.291444, -0.181905], [-0.932111, 0.579324, -1.260561], [-1.920310, -0.434843, -1.472804], [-1.365134, -1.246490, -0.389411], [1.477503, 1.437059, -0.487218], [2.740806, 0.184228, -0.192609], [2.378081, 1.478033, 1.037351], [1.214654, -1.109251, 1.168061], [-1.312715, 1.563648, -0.895162], [-0.213960, 0.674940, -2.194859], [-1.199967, -2.345964, -0.677573], [-1.948875, -1.244363, 0.662378]],
  "forces_ev_per_angstrom": [[0.2, 1.9, -1.3], [0.2, -1.9, -0.5], [0.1, 0.1, -0.6], [0.4, -0.2, -0.4], [0.2, 1.3, 0.7], [2.5, -0.1, -0.6], [-0.4, -0.3, 0.3], [-1.1, -1.6, 2.0], [0.7, -0.7, 0.9], [-0.7, 0.3, 0.5], [-0.3, -0.8, -0.1], [-0.7, 0.9, 0.2], [0.1, -0.6, -0.5], [-1.6, 0.2, 1.3], [-0.1, 1.5, 0.1], [0.4, -0.1, -1.8]],
  "nbo_charge": [-0.6018, -0.1347, -0.0993, -0.7133, -0.1330, -0.0613, -0.5711, -0.1011, 0.1963, 0.1955, 0.1972, 0.1753, 0.1729, 0.1295, 0.1453, 0.2036]
}

***

No. 2
{
  "formula": "C56H55GeIrN6O2PS",
  "method": "ωB97M-V with the def2-TZVPD basis set",
  "de_lowest_ev": 0.000,
  "homo_lumo_gap_ev": 7.619,
  "lumo_ha": -0.0966,
  "total_charge": 1,
  "symbols": ["Ir", "C", "C", "C", "C", "C", "C", "N", "N", "C", "C", "C", "C", "C", "C", "H", "H", "H", "H", "H", "H", "H", "H", "H", "C", "C", "C", "C", "N", "C", "S", "N", "C", "H", "H", "H", "H", "H", "H", "H", "H", "C", "P", "C", "C", "C", "C", "C", "C", "C", "C", "C", "C", "C", "C", "H", "H", "H", "H", "H", "H", "H", "H", "H", "H", "H", "H", "H", "C", "C", "N", "C", "C", "N", "H", "H", "H", "H", "H", "H", "O", "C", "O", "C", "C", "Ge", "C", "C", "C", "C", "C", "C", "C", "C", "C", "C", "C", "C", "C", "C", "C", "C", "C", "C", "H", "H", "H", "H", "H", "H", "H", "H", "H", "H", "H", "H", "H", "H", "H", "H", "H", "H", "H"],
  "xyz": [[-0.091226, 0.148166, 1.687884], [3.826645, 3.369084, 4.816642], [3.859829, 2.071371, 5.303307], [3.118683, 1.074418, 4.690408], [2.357910, 1.363564, 3.557881], [2.282974, 2.668642, 3.103949], [3.017527, 3.663386, 3.731287], [1.616368, 0.266836, 2.912957], [2.052031, -0.828385, 3.358168], [1.348931, -1.949024, 2.975137], [1.874270, -3.200943, 3.322733], [1.247454, -4.329360, 2.852255], [0.127427, -4.184520, 2.024298], [-0.385044, -2.941817, 1.706368], [0.189291, -1.769842, 2.216593], [4.399453, 4.149247, 5.300972], [4.453445, 1.830684, 6.175546], [3.143217, 0.073845, 5.088941], [1.628094, 2.923464, 2.286849], [2.945217, 4.680612, 3.368265], [2.770341, -3.249633, 3.927380], [1.627871, -5.314091, 3.085569], [-0.338101, -5.072013, 1.611904], [-1.221738, -2.873274, 1.024314], [3.800371, 2.218055, -3.484081], [3.508216, 1.885187, -2.064026], [4.429259, 1.311701, -1.236067], [4.041938, 1.007325, 0.065701], [2.824342, 1.270508, 0.506371], [1.919900, 1.802643, -0.286070], [0.300075, 2.148511, 0.248744], [2.267948, 2.137285, -1.563707], [4.964592, 0.356639, 1.038290], [4.861586, 2.095633, -3.683027], [3.512686, 3.242260, -3.710188], [3.243957, 1.550431, -4.140466], [5.419607, 1.080974, -1.597930], [1.543863, 2.507464, -2.173489], [5.966672, 0.225044, 0.637273], [4.549541, -0.617533, 1.305260], [5.004679, 0.952438, 1.951506], [-2.522779, 2.372808, 2.448800], [-1.212407, 1.393617, 3.255601], [-0.457024, 2.657028, 4.329569], [0.049549, 2.363573, 5.590600], [0.564158, 3.374467, 6.388402], [0.567495, 4.687081, 5.941986], [0.069778, 4.988696, 4.682800], [-0.428982, 3.977984, 3.878738], [-2.087935, 0.359415, 4.466184], [-1.367869, -0.649283, 5.106613], [-1.964218, -1.422733, 6.088978], [-3.291318, -1.201453, 6.435394], [-4.014210, -0.201754, 5.802102], [-3.413437, 0.581722, 4.825566], [-2.872587, 3.149195, 3.126722], [-3.355130, 1.725609, 2.179456], [-2.145302, 2.834946, 1.537339], [0.043812, 1.348005, 5.964828], [0.957679, 3.131141, 7.366582], [0.959780, 5.472875, 6.574288], [0.077339, 6.008771, 4.321495], [-0.784783, 4.229396, 2.887475], [-0.345640, -0.855559, 4.811158], [-1.397332, -2.206245, 6.574594], [-3.760004, -1.807033, 7.199815], [-5.047651, -0.026145, 6.071038], [-3.989040, 1.367106, 4.353314], [-3.161125, -1.925330, 2.449703], [-2.990515, -1.077119, 1.239663], [-2.052864, -0.182311, 0.942515], [-2.400477, 0.372434, -0.265986], [-3.549838, -0.181598, -0.706844], [-3.903880, -1.092143, 0.255831], [-2.330266, -1.797308, 3.131031], [-3.215571, -2.978275, 2.171479], [-4.080990, -1.653906, 2.970425], [-1.759638, 1.084943, -0.741164], [-4.121632, -0.048354, -1.603273], [-4.720969, -1.678922, 0.246014], [2.342412, -0.811907, -0.857742], [1.194738, -1.226021, -0.927618], [0.185479, -0.790606, -0.228762], [0.873332, -2.418195, -1.848008], [1.073075, -2.269275, -3.381027], [-0.277164, -1.442015, -4.578217], [0.212584, -1.956586, -6.399046], [0.517101, -3.294559, -6.656993], [0.846214, -3.723411, -7.934121], [0.872892, -2.815870, -8.984246], [0.560686, -1.485711, -8.749444], [0.232479, -1.062497, -7.467511], [-2.063031, -2.168421, -4.216098], [-3.173662, -1.624476, -4.866122], [-4.446431, -2.146848, -4.684088], [-4.634318, -3.237154, -3.843489], [-3.540412, -3.809117, -3.209529], [-2.268682, -3.280508, -3.401314], [-0.398875, 0.516153, -4.548585], [-1.509066, 1.172153, -4.030067], [-1.622062, 2.554913, -4.055818], [-0.618272, 3.319174, -4.626970], [0.490458, 2.686114, -5.173085], [0.597965, 1.299579, -5.128233], [-0.135445, -2.750643, -1.617945], [1.563359, -3.191692, -1.495953], [1.159982, -3.275212, -3.802359], [2.033798, -1.785835, -3.575952], [0.491617, -4.026860, -5.856619], [1.077905, -4.765838, -8.110979], [1.128783, -3.146935, -9.982256], [0.566359, -0.774900, -9.565976], [-0.027893, -0.021477, -7.315921], [-3.049022, -0.784330, -5.542081], [-5.289221, -1.715322, -5.209724], [-5.623307, -3.658247, -3.711032], [-3.671137, -4.682978, -2.582868], [-1.430964, -3.763578, -2.914724], [-2.307250, 0.589610, -3.606433], [-2.498715, 3.035691, -3.639377], [-0.708164, 4.396982, -4.671651], [1.258339, 3.272181, -5.658513], [1.459260, 0.824158, -5.586040]],
  "forces_ev_per_angstrom": [[-0.2, 0.7, -0.5], [0.0, 0.0, 0.0], [0.0, 0.0, 0.0], [0.2, 0.1, 0.0], [-0.2, -0.1, -0.2], [0.0, -0.1, -0.1], [0.1, 0.0, 0.0], [0.6, -0.3, 0.3], [-0.3, -0.1, 0.0], [0.2, 0.1, -0.2], [0.0, 0.0, -0.1], [-0.1, 0.0, 0.0], [0.1, -0.1, 0.0], [0.0, 0.2, 0.0], [-0.3, -0.3, 0.4], [0.0, 0.0, 0.0], [0.0, 0.0, 0.0], [0.0, 0.0, 0.0], [0.1, -0.1, -0.2], [0.0, 0.0, 0.0], [0.0, 0.0, 0.0], [0.0, 0.0, 0.0], [0.0, 0.0, 0.0], [0.0, -0.1, 0.0], [-0.1, 0.0, 0.0], [-0.1, 0.0, 0.1], [0.0, 0.1, -0.2], [0.0, 0.0, 0.3], [-0.1, 0.5, 0.5], [0.0, 0.2, 0.1], [0.3, 0.3, -0.1], [0.0, -0.1, -0.1], [0.0, 0.0, 0.0], [0.0, 0.0, 0.0], [-0.1, 0.1, -0.1], [-0.1, 0.0, -0.1], [0.0, 0.0, 0.0], [0.1, 0.0, 0.0], [0.0, 0.0, 0.0], [0.0, 0.0, 0.0], [0.0, 0.0, 0.0], [-0.1, -0.1, 0.0], [-0.2, -0.4, 0.4], [0.0, 0.2, -0.2], [0.0, 0.0, 0.0], [0.0, 0.0, 0.0], [0.0, 0.0, 0.0], [0.0, 0.0, 0.0], [0.0, 0.0, 0.0], [0.1, 0.2, 0.2], [0.0, 0.0, 0.0], [0.0, 0.0, 0.0], [0.0, 0.0, 0.0], [0.0, 0.0, 0.0], [0.0, 0.0, 0.0], [0.0, 0.0, 0.0], [0.0, 0.0, -0.1], [0.0, 0.0, 0.0], [0.0, 0.0, 0.0], [0.0, 0.0, 0.0], [0.0, 0.0, 0.0], [0.0, 0.0, 0.0], [0.0, 0.0, 0.0], [0.0, 0.0, 0.0], [0.0, 0.0, 0.0], [0.0, 0.0, 0.0], [0.0, 0.0, 0.0], [0.0, 0.0, 0.0], [0.0, 0.0, 0.0], [0.0, 0.0, 0.4], [0.3, -0.3, -0.3], [-0.1, 0.0, -0.4], [0.0, 0.0, -0.1], [-0.1, 0.0, 0.0], [0.0, 0.0, 0.0], [0.0, 0.0, 0.0], [0.0, 0.0, 0.0], [0.1, 0.1, -0.2], [-0.1, 0.1, -0.1], [0.0, 0.0, 0.0], [0.0, -0.5, -0.4], [-0.2, -0.1, 0.0], [0.4, -0.4, -0.1], [-0.3, 0.2, -0.1], [0.0, 0.2, 0.3], [0.0, -0.1, 0.3], [0.1, -0.1, 0.0], [0.0, 0.0, 0.0], [0.0, 0.0, 0.0], [0.0, 0.0, 0.0], [0.0, 0.0, 0.0], [-0.1, 0.0, 0.0], [0.0, 0.0, -0.1], [0.0, 0.1, 0.0], [0.0, 0.0, 0.0], [0.0, 0.0, 0.0], [0.0, 0.0, 0.0], [0.0, 0.0, 0.1], [0.1, -0.1, 0.0], [0.0, 0.1, 0.1], [0.0, 0.0, 0.1], [0.1, 0.0, 0.0], [0.0, -0.1, 0.0], [0.1, 0.1, 0.0], [-0.1, 0.0, 0.0], [0.0, 0.0, 0.0], [0.1, 0.0, 0.1], [0.0, 0.0, 0.0], [0.0, 0.0, 0.0], [0.0, 0.0, 0.0], [0.0, 0.0, 0.0], [0.0, 0.0, 0.0], [0.0, 0.0, 0.0], [0.0, 0.0, 0.0], [0.0, 0.0, 0.0], [0.0, 0.0, 0.0], [0.0, 0.0, 0.0], [0.0, 0.0, 0.0], [-0.2, -0.1, 0.2], [0.0, 0.0, 0.0], [0.0, 0.0, 0.0], [0.1, 0.0, 0.0], [0.0, 0.0, 0.0]],
  "mulliken_charge": [0.9702, -0.7432, -0.9541, -0.2225, -0.2389, 0.5122, -1.1172, 1.6252, -0.8669, -0.3940, -0.1143, -1.0797, -0.8901, -0.1781, 0.5486, 0.4376, 0.4370, 0.5491, 0.1733, 0.4806, 0.5289, 0.4113, 0.5076, 0.5537, -1.1961, 1.0127, -1.4621, 0.9222, 0.7445, -0.4376, -0.7183, 0.3623, -1.1868, 0.4241, 0.3798, 0.0597, 0.4485, 0.0769, 0.4804, 0.2336, 0.1492, -2.3349, 2.4249, 0.5078, -0.3778, -0.8795, -0.4998, -1.0831, -0.3554, 0.4559, 0.0637, -1.0103, -0.8297, -0.7418, -0.8288, 0.7334, 0.4927, 0.4043, 0.3346, 0.4383, 0.4416, 0.4491, 0.2817, 0.4418, 0.4757, 0.4194, 0.4459, 0.3586, -1.2465, -0.4877, 1.2932, -0.6336, -1.0183, 0.1350, 0.0161, 0.4394, 0.4850, 0.4389, 0.5186, 0.2604, -0.5236, -0.6015, 0.4665, -0.1787, -1.1999, 2.0532, 0.2495, -0.5204, -0.7548, -0.4408, -0.7396, -0.1110, 0.3464, -0.2311, -0.7617, -0.5173, -0.7132, -0.5067, 0.5026, -0.4303, -0.7382, -0.6768, -1.0812, -0.9592, -0.4070, 0.5933, 0.4075, 0.3787, 0.2565, 0.3979, 0.3923, 0.4098, 0.3587, 0.4178, 0.4301, 0.4218, 0.4648, 0.2948, 0.3811, 0.4607, 0.4047, 0.4860, 0.8602]
}

***

No. 3
{
  "formula": "C22H26BrN5OPd",
  "method": "ωB97M-V with the def2-TZVPD basis set",
  "de_lowest_ev": 1.710,
  "homo_lumo_gap_ev": 3.179,
  "lumo_ha": -0.0469,
  "symbols": ["Pd", "Br", "C", "C", "C", "C", "O", "C", "C", "N", "C", "C", "C", "C", "C", "C", "C", "C", "N", "C", "C", "H", "H", "H", "H", "H", "H", "H", "H", "H", "H", "N", "C", "C", "C", "N", "C", "C", "N", "C", "H", "H", "H", "H", "H", "H", "H", "H", "H", "H", "H", "H", "H", "H", "H", "H"],
  "xyz": [[-1.755138, 0.312071, -1.423166], [-0.825161, 0.473336, 5.959614], [-1.418762, 0.749917, 4.171664], [-1.808699, 2.025898, 3.763567], [-2.185013, 2.233328, 2.458436], [-2.201188, 1.198437, 1.474115], [-2.412498, 1.514709, 0.248913], [-1.886434, -0.125639, 1.958700], [-1.822908, -1.295363, 1.097346], [-2.408263, -1.373422, -0.045207], [-2.313312, -2.542580, -0.791708], [-2.598658, -3.776710, -0.242008], [-2.571758, -4.948071, -1.015485], [-2.247120, -4.899322, -2.342231], [-1.942832, -3.658195, -2.948148], [-1.588181, -3.565796, -4.314259], [-1.302074, -2.346409, -4.851064], [-1.382259, -1.205361, -4.031602], [-1.689982, -1.248438, -2.751308], [-1.972858, -2.468439, -2.186637], [-1.468021, -0.299882, 3.284112], [-1.809939, 2.843240, 4.474309], [-2.480918, 3.221025, 2.123029], [-1.164129, -2.108306, 1.433861], [-2.874545, -3.822441, 0.803255], [-2.808916, -5.895288, -0.547979], [-2.214169, -5.797755, -2.945998], [-1.555850, -4.467954, -4.913144], [-1.037446, -2.234251, -5.893613], [-1.207061, -0.220351, -4.440985], [-1.180695, -1.293588, 3.609717], [4.456073, 3.274873, 0.877092], [3.186096, 2.523907, 0.479457], [3.568036, 1.210458, -0.160989], [2.281465, 0.482213, -0.640975], [1.658134, 1.074921, -1.791283], [1.300897, 0.365074, 0.526741], [1.014738, 1.674075, 1.256304], [0.319599, 2.619768, 0.382110], [2.326798, 2.333468, 1.707812], [5.058311, 3.435057, 0.069027], [4.980996, 2.728220, 1.561974], [4.224377, 4.174063, 1.301318], [2.672533, 3.171950, -0.231577], [4.094692, 0.585731, 0.572459], [4.231987, 1.366219, -1.017947], [2.592101, -0.528743, -0.919832], [2.211022, 1.105047, -2.632657], [1.122009, 1.912886, -1.622272], [1.701882, -0.349529, 1.253195], [0.347777, -0.034399, 0.167784], [0.439731, 1.432466, 2.156977], [-0.121278, 3.330490, 0.959010], [-0.479181, 2.145538, -0.054913], [2.838613, 1.694458, 2.437185], [2.107383, 3.293388, 2.187900]],
  "forces_ev_per_angstrom": [[-0.2, 0.2, 0.3], [0.0, 0.0, 0.0], [0.0, -0.1, -0.1], [0.0, 0.1, 0.1], [0.0, 0.0, 0.0], [0.1, -0.1, 0.0], [0.0, 0.0, 0.1], [0.0, 0.0, -0.1], [0.0, 0.2, 0.2], [-0.1, -0.2, -0.2], [0.0, 0.1, 0.0], [0.0, 0.0, 0.0], [0.0, 0.0, -0.1], [0.0, 0.0, 0.0], [0.0, -0.1, 0.0], [0.0, 0.1, 0.0], [0.0, -0.1, 0.0], [0.0, 0.0, 0.1], [0.0, -0.2, -0.2], [-0.1, 0.0, 0.1], [0.0, 0.1, 0.1], [0.0, 0.0, 0.0], [0.0, 0.0, 0.0], [0.0, 0.0, 0.0], [0.0, 0.0, 0.0], [0.0, 0.0, 0.0], [0.0, 0.0, 0.0], [0.0, 0.0, 0.0], [0.0, 0.0, 0.0], [0.0, 0.0, 0.0], [0.0, 0.0, 0.0], [0.0, 0.0, 0.0], [0.0, 0.0, 0.0], [0.0, 0.0, 0.0], [0.0, -0.1, 0.0], [0.0, 0.0, -0.1], [0.0, -0.1, 0.1], [0.0, 0.0, 0.1], [0.0, 0.1, 0.0], [0.0, 0.0, 0.0], [0.0, 0.0, 0.0], [0.0, 0.0, 0.0], [0.0, 0.0, 0.0], [0.0, 0.0, 0.0], [0.0, 0.0, 0.0], [0.0, 0.0, 0.0], [0.0, 0.0, 0.0], [0.0, 0.0, 0.0], [0.0, 0.0, 0.0], [0.0, 0.0, 0.0], [0.0, 0.0, -0.2], [0.0, 0.0, 0.0], [0.0, 0.0, 0.0], [0.0, 0.0, 0.0], [0.0, 0.0, 0.0], [0.0, 0.0, 0.0]],
  "nbo_charge": [0.1398, -0.0030, -0.1720, -0.2330, -0.3349, 0.4634, -0.7784, -0.2372, 0.0433, -0.4384, 0.1343, -0.2587, -0.2101, -0.1797, -0.1134, -0.1568, -0.2637, 0.0462, -0.4437, 0.2025, -0.1995, 0.2140, 0.2120, 0.1484, 0.2189, 0.2100, 0.1976, 0.2103, 0.2160, 0.2039, 0.2128, -0.6698, -0.0517, -0.4471, -0.0353, -0.8518, -0.4329, -0.0549, -0.9041, -0.4270, 0.4321, 0.4296, 0.4347, 0.2522, 0.2015, 0.2051, 0.2024, 0.3603, 0.3968, 0.2090, 0.2696, 0.2269, 0.3691, 0.4168, 0.2078, 0.2102]
}

***

| no. | energy (hartree) |
| --- | --- |
| 1 | -400.3920 |
| 2 | -5566.6872 |
| 3 | -3904.7616 |